ORCA calculation (ωB97M-V with the def2-TZVPD basis set) on a molecular structure, C14H24O5PPdSSe2.

Results
E_tot ... -6594.17847 a.u.
2S+1 ... 3
HOMO energy (alpha / beta) ... -0.41098 / -0.40727 Eh
Relative energy (zero: lowest compared OMol25 entry of this formula, charge and spin) ... 0.0000 eV
Lowest unoccupied orbital energy (alpha / beta) ... -2.42 / -5.64 eV
Total charge ... +1

Last column: Löwdin charge in e.
Positions of all 48 atoms, in Å:
Pd: 0.63972 0.41018 -0.41496  0.15
C: 1.34341 4.09396 -1.09426  -0.39
Se: 2.08088 2.36433 -1.56046  0.94
C: 3.46972 2.32424 -0.20236  -0.54
C: 2.99099 2.06895 1.21401  -0.52
Se: 2.42919 0.21972 1.43913  0.93
C: 1.46524 0.45853 3.10735  -0.36
H: 2.12604 4.83607 -1.23210  0.04
H: 0.96834 4.11559 -0.07426  0.00
H: 0.52631 4.28382 -1.78527  0.03
H: 3.97795 3.28776 -0.25804  0.08
H: 4.18746 1.57006 -0.53075  0.06
H: 2.14266 2.69961 1.48099  0.06
H: 3.80201 2.24683 1.92078  0.08
H: 2.16132 0.80995 3.86451  0.04
H: 1.08383 -0.51909 3.39447  0.03
H: 0.64561 1.15757 2.96274  0.02
O: -5.73072 -2.27916 2.19350  0.13
C: -5.75587 -0.93071 2.13794  -0.47
O: -6.72848 -0.32268 2.47161  0.15
C: -4.49163 -0.24399 1.70189  -0.11
C: -4.62270 1.01565 1.11610  0.01
C: -3.50183 1.70050 0.70075  -0.08
C: -2.22385 1.14580 0.88827  -0.64
S: -0.84689 2.03716 0.34064  0.73
C: -2.10139 -0.10061 1.51377  -0.10
C: -3.23127 -0.79462 1.90824  -0.01
H: -4.93382 -2.62178 1.77513  0.10
H: -5.61060 1.43708 0.99564  0.13
H: -3.59687 2.66709 0.22488  0.11
H: -1.10964 -0.50431 1.69764  0.08
H: -3.12180 -1.74359 2.41865  0.12
C: 1.30384 -3.36555 -0.05334  -0.09
O: 1.81077 -2.70200 -1.21959  -0.30
P: 1.05314 -1.42265 -1.79720  0.59
O: -0.34111 -1.90082 -2.35498  -0.30
C: -0.44790 -2.91973 -3.38418  -0.06
O: 1.88698 -1.18520 -3.12897  -0.29
C: 3.28865 -0.88272 -3.05974  -0.09
H: 2.04079 -4.11223 0.22551  0.10
H: 0.35653 -3.85306 -0.28330  0.09
H: 1.16755 -2.65599 0.76545  0.06
H: -1.47218 -3.27662 -3.35071  0.09
H: 0.24533 -3.73390 -3.18000  0.09
H: -0.23231 -2.46798 -4.34846  0.09
H: 3.51765 -0.23146 -3.89836  0.10
H: 3.85840 -1.80683 -3.12600  0.10
H: 3.53053 -0.37314 -2.12229  0.06